(1)
48
Properties=species:S:1:pos:R:3 method="wB97M-V/def2-TZVPD" e_lumo_ev="-0.189 / -0.189" multiplicity=2 homo_energy_ev="-5.52 / -7.27"
V 0.4012 1.3250 -0.4993
O 1.7570 1.7981 3.5265
O 1.9139 2.6850 -1.8270
O -0.5157 0.7050 0.5490
O -0.7636 -4.4831 -1.1765
O -1.0523 3.2578 -0.7672
O 1.6741 0.2475 -0.6487
O 1.2459 2.6176 1.0943
O -0.4303 0.5489 -2.5212
C -1.7920 1.2470 -4.5028
C 2.9489 -0.1885 3.2177
C 1.6593 0.3990 3.8929
C 0.3534 -2.3678 -0.4866
C -1.2077 -3.6789 1.0696
C -0.1817 -3.7828 -0.1148
C -2.8294 0.6115 -2.1122
C -1.6970 0.3591 -3.1770
C 0.2948 -0.2240 3.5346
H -2.6572 1.5191 -1.5336
H 0.7378 -4.2916 0.1745
H 1.8427 0.4390 4.9667
H -1.8590 2.3128 -4.2842
H -1.8181 -0.6640 -3.5330
H 3.8201 -0.0061 3.8469
H 1.1309 -2.2161 -1.2353
H -2.7612 1.0075 -4.9402
H -0.0912 -0.8416 4.3455
H 1.5040 2.2817 4.3162
H -0.4167 -1.6477 -0.7633
H -0.4051 0.5803 3.3080
H -1.8929 3.3616 -0.3212
H 2.4820 2.2146 -2.4371
H 3.0673 0.2413 2.2230
H 0.1555 0.0769 -3.1176
H 2.7303 -1.2548 3.1589
H 1.7140 3.4523 1.0742
H -2.1465 -3.1784 0.8321
H -0.9841 4.0270 -1.3328
H -0.7165 -3.0751 1.8326
H -3.8578 0.6985 -2.4629
H -1.4667 -4.6172 1.5602
H 0.2522 -0.8007 2.6106
H -2.7296 -0.2674 -1.4753
H 2.0383 3.6083 -2.0465
H 1.5274 2.2042 1.9105
H 0.8279 -1.9257 0.3894
H -0.8269 -5.4019 -0.9057
H -0.9797 1.0867 -5.2118

***

(2)
66
Properties=species:S:1:pos:R:3 method="wB97M-V/def2-TZVPD" e_lumo_ev=-4.408 homo_energy_ev=-10.42 relative_energy_kj_mol=38.9 total_charge=+1
O -1.0280 1.8010 4.9842
O -6.1394 -3.5030 -1.4152
O 4.0770 3.9764 -0.3820
N 3.2631 2.1717 -1.5876
C -2.2080 0.6583 1.7552
C 0.0112 1.5273 5.9539
C -0.0331 -0.3615 2.1695
C 2.2464 -1.0354 -1.1189
C -1.1843 -0.2356 1.3562
C 4.2909 2.9834 -1.0574
C 0.0204 0.2312 3.4172
C -1.3099 -1.0307 0.1103
C -0.4171 1.8623 -1.3443
C -7.0641 -3.9936 -0.4159
C 3.4859 -0.5807 -0.6359
C 4.6453 -1.9560 -2.2585
C -4.0424 -2.5725 -1.9825
C -2.1138 1.3455 2.9392
C -4.9854 -2.9169 -0.9882
C -0.1697 3.2936 -0.7518
C 5.6762 2.5106 -1.4467
C -2.8802 -1.9212 -1.6378
C -4.7218 -2.6010 0.3696
C 4.6781 -1.0516 -1.1896
C 3.4214 -2.4253 -2.7298
C -1.0204 1.1135 3.8080
C 0.9969 -0.4432 -0.6246
C 0.9580 1.2944 -1.6181
C -3.5544 -1.9419 0.6984
C 1.9336 2.2630 -1.2907
C 1.3584 3.5352 -0.7366
C 2.2198 -1.9739 -2.1746
C -0.1974 -1.1912 -0.7300
C -2.6031 -1.6000 -0.2850
H 5.5801 -2.3398 -2.6704
H 1.2598 -2.2881 -2.6097
H 1.1105 0.1962 0.2647
H -7.4406 -3.1786 0.2128
H -2.8897 2.0454 3.2507
H 1.7495 3.7393 0.2737
H -2.1586 -1.6772 -2.4131
H -5.4334 -2.8805 1.1483
H 0.8053 -0.9840 1.8370
H 1.1235 0.6423 -2.5252
H -0.5933 3.4011 0.2553
H -0.6591 4.0591 -1.3713
H -0.9924 1.2428 -0.6324
H -4.2626 -2.8417 -3.0117
H 1.0191 1.6692 5.5348
H 3.5881 1.3251 -2.0448
H -0.0834 0.5089 6.3605
H 3.3793 -3.1692 -3.5306
H 3.4899 0.1727 0.1675
H -3.3353 -1.7613 1.7484
H 6.4131 3.0128 -0.8025
H 5.8049 1.4168 -1.3418
H -7.8710 -4.4238 -1.0047
H -0.3251 -1.8931 -1.5726
H 5.8873 2.7984 -2.4926
H 0.8605 0.0193 4.0785
H -6.5944 -4.7631 0.2077
H 1.6304 4.4392 -1.3104
H -1.0406 1.9511 -2.2580
H -3.0811 0.7927 1.1132
H 5.6247 -0.7261 -0.7602
H -0.1755 2.2612 6.7394

***

(3)
12
Properties=species:S:1:pos:R:3 method="wB97M-V/def2-TZVPD" e_lumo_ev=0.177 homo_energy_ev=-7.71 relative_energy_kj_mol=408.2
N -2.0104 0.6536 -0.9269
C 1.9281 0.0582 0.9574
C -0.1646 -0.6693 -0.1728
C -0.7925 0.5402 -0.2527
C 1.1117 -0.8675 0.4631
H -0.9013 1.1299 -1.3375
H -2.4590 1.5291 -0.6398
H 1.4468 -1.8953 0.6014
H -0.5433 1.1876 0.5832
H -0.7586 -1.4980 -0.5528
H 2.8130 -0.2821 1.4970
H 1.7610 1.1040 0.7552

***

(4)
56
Properties=species:S:1:pos:R:3 method="wB97M-V/def2-TZVPD" e_lumo_ev=0.729 homo_energy_ev=-7.99 relative_energy_kj_mol=96.7
O 0.8615 0.4777 1.3928
N 0.9014 -1.4297 -0.7414
C 6.9670 1.1764 -0.6608
C -7.4585 1.2588 -0.9585
C 4.5928 0.8996 0.8960
C -1.1489 -0.6216 0.2775
C -0.3881 0.6220 0.9722
C 3.3098 0.3392 -1.1505
C 0.7442 -2.8031 0.3249
C -5.8168 -0.5305 0.1639
C -0.4605 -0.9506 -1.0523
C -5.0683 0.6236 0.5662
C 6.9615 1.4271 0.9171
C -1.2354 -1.9841 1.0855
C 5.7281 0.9631 -1.0886
C 5.9006 1.3734 1.4261
C 1.7226 -1.4795 -1.8564
C -6.9477 -0.1663 -0.4921
C -5.2870 1.8083 -0.0571
C 3.2654 -1.3373 -1.4645
C 0.0648 -2.4998 1.5310
C -2.6220 -0.1817 0.1027
C 4.6793 0.5903 -0.5077
C -6.4415 2.0329 -0.6615
C -3.5250 0.1191 1.1031
H 3.3005 0.7458 -2.1770
H -0.5396 1.4264 0.4132
H 1.4924 -0.8166 -2.6139
H -1.0334 -1.5417 -1.5005
H 7.8793 1.3213 -0.9411
H -6.5553 3.2390 -1.0502
H 3.4690 -1.5994 -0.5036
H -3.1646 -0.9176 -0.6160
H 3.7074 0.6865 1.3521
H 1.8138 -3.0652 0.2251
H -0.2696 -0.1410 -1.6080
H -3.6684 -0.7179 1.7360
H -1.8805 -2.5548 0.6085
H 7.8994 1.7966 1.0843
H 3.9836 -1.4625 -2.0341
H -0.0149 -3.4180 2.0306
H 5.8564 1.4470 2.5486
H -8.4248 1.5148 -1.3048
H 5.8620 0.8303 -2.2584
H -7.8233 -0.7761 -0.7339
H -1.6565 -1.3180 2.2327
H 2.5630 0.9430 -0.7692
H 0.6950 -1.8577 2.0611
H 0.3227 -3.4162 -0.3877
H 1.8683 -2.6460 -2.0675
H -0.8983 0.9592 1.8842
H -2.5588 0.6755 -0.8509
H -3.0304 1.1152 1.3936
H -4.4177 2.6600 0.0168
H -5.5783 -1.5838 0.4783
H 1.2456 -0.0006 0.8303

***

(5)
27
Properties=species:S:1:pos:R:3 method="wB97M-V/def2-TZVPD" e_lumo_ev=-3.284 homo_energy_ev=-14.42 smiles="CO[C@@]12NC(=O)N(C(=O)Cl)N1[NH2+]C2(C)C" relative_energy_kj_mol=26.4 total_charge=+1
Cl -2.6799 1.4791 3.4597
O -1.3367 2.8865 1.2412
O -0.6220 -0.2357 -1.7902
O -2.0106 -0.9818 2.9281
N -0.6575 -0.6008 0.5910
N 0.6359 -1.0562 0.9966
N -0.2607 1.5253 -0.2609
N -1.1620 0.6032 1.5738
C 2.4105 0.4524 0.0321
C -1.9393 0.1641 2.6291
C 1.2888 -0.5054 -0.2821
C -0.9858 1.8170 0.8714
C -0.1186 0.1371 -0.5954
C -2.0294 -0.0212 -1.9788
C 1.6769 -1.6273 -1.2131
H 2.7620 0.9123 -0.8885
H 0.8656 -2.3379 -1.3407
H -0.1441 2.2403 -0.9640
H 1.9020 -1.2149 -2.1929
H 3.2484 -0.0803 0.4785
H 2.0914 1.2481 0.7011
H -2.2386 -0.3918 -2.9781
H -2.5975 -0.5895 -1.2404
H 0.6337 -2.0827 1.1063
H 0.9855 -0.6401 1.8741
H -2.2812 1.0378 -1.9130
H 2.5634 -2.1376 -0.8448

***

(6)
87
Properties=species:S:1:pos:R:3 method="wB97M-V/def2-TZVPD" e_lumo_ev=4.200 homo_energy_ev=-2.68 total_charge=-2
In 0.5633 -0.5835 -2.4241
As -2.1426 1.7497 -1.2690
S -2.6321 -2.0270 -2.7061
P 0.1017 -0.3676 1.5961
F 1.5662 4.0484 -5.4167
F 0.8801 0.0971 -7.8248
O -3.2151 -3.2310 -2.1095
O -1.8247 2.9815 0.0035
O -3.7087 -0.7431 -2.1619
O 1.0522 -2.3437 -3.5347
O -1.3952 -1.6578 -1.9513
O -0.6567 1.1044 -1.6195
O -2.9732 2.5805 -2.4107
N 2.1350 2.2086 -2.0131
C -4.6232 -1.3079 1.3253
C 2.2545 2.8007 -0.8264
C 0.6243 -3.0804 2.5482
C 4.6092 0.4300 0.9999
C -0.1538 -2.1762 1.8058
C 1.6016 3.9733 -0.4894
C 1.1729 2.0370 -4.2008
C -1.1849 1.3560 5.7108
C 0.8435 0.0102 -5.4550
C 3.8718 -0.2561 0.0536
C 0.6199 3.9403 -2.6605
C -0.2879 0.2854 3.2752
C 0.2735 -4.4262 2.5272
C 1.3249 2.7645 -2.9134
C -1.5636 -4.0013 1.0392
C -0.8046 -4.8893 1.7805
C 0.9318 0.6549 -4.2199
C 2.5173 -0.5716 0.2435
C 1.8290 -2.6517 3.3418
C -1.2276 -0.0130 5.4971
C -0.7854 -0.5339 4.2900
C -0.7113 2.1843 4.7050
C 4.0157 0.8163 2.1973
C 0.2128 -3.3491 -3.9663
C -3.8068 -0.5765 -0.8183
C 2.6779 0.5190 2.4072
C -0.2685 1.6784 3.4849
C -3.2713 0.6682 1.1708
C -3.9847 -0.2394 1.9413
C 1.2983 2.7094 -5.4058
C -3.1700 0.5021 -0.2066
C -1.2335 -2.6533 1.0639
C 1.8108 -1.3631 -0.7800
C 0.7615 4.5495 -1.4310
C 0.2075 2.6320 2.4262
C 1.2017 2.0932 -6.6380
C -4.5443 -1.4770 -0.0476
C 0.9716 0.7332 -6.6208
C 1.9151 -0.1468 1.4493
H -2.3822 -4.3305 0.4115
H 0.8698 -5.1306 3.0991
H 1.6383 -1.7433 3.9138
H -1.6112 -0.6773 6.2628
H -1.5323 1.7787 6.6464
H -1.7972 -1.9604 0.4532
H -5.0153 -2.3108 -0.5485
H 0.6981 -1.0626 -5.4905
H -0.8424 -1.6022 4.1232
H -2.7738 1.5083 1.6372
H 2.9001 2.3026 -0.1097
H 4.5851 1.3397 2.9566
H -0.2566 3.6110 2.5537
H 1.7263 4.4022 0.4964
H 4.3367 -0.5618 -0.8768
H -4.0301 -0.1143 3.0166
H 5.6507 0.6626 0.8063
H 1.1425 -2.1042 -0.3403
H -0.0643 4.3229 -3.4045
H -0.6338 -2.9908 -4.5854
H 0.2025 5.4479 -1.1959
H 1.3144 2.6495 -7.5573
H 2.2163 0.8036 3.3465
H -5.1777 -2.0248 1.9208
H 2.1275 -3.4419 4.0338
H -0.6989 3.2590 4.8546
H -2.2021 3.7782 -0.3895
H 0.7587 -4.0761 -4.5962
H -1.0334 -5.9491 1.7704
H 1.2923 2.7553 2.4707
H 2.5243 -1.9082 -1.4001
H 2.6717 -2.4350 2.6819
H -0.2430 -3.9268 -3.1433
H -0.0372 2.2879 1.4202

***

(7)
26
Properties=species:S:1:pos:R:3 method="wB97M-V/def2-TZVPD" e_lumo_ev=4.353 homo_energy_ev=-0.13 total_charge=-2
Br 1.7023 1.2097 -2.3270
Br 0.2125 2.8731 0.1472
S -3.7942 -0.4389 0.0171
O 1.5811 -2.9005 1.2899
O -2.7045 0.4329 0.5963
O -3.4742 -1.8635 0.2983
O -5.1037 -0.0743 0.6131
O 0.5673 -0.9610 1.5700
O -3.8327 -0.2212 -1.4605
C 0.0211 0.9239 0.1221
C 1.6180 -1.7403 1.1892
C 0.8665 0.4068 1.2863
C 0.3157 0.2716 -1.2499
C 2.7314 -0.8526 0.6848
C -0.9897 0.3372 -2.0173
C 2.3838 0.5212 1.2186
H 2.6988 0.7290 2.2367
H -1.4629 1.2790 -1.7838
H 2.7021 1.3655 0.6239
H 0.6109 -0.7610 -1.1578
H -1.6109 -0.5016 -1.7324
H 3.7422 -1.1931 0.8454
H -0.8251 0.3312 -3.0876
H -1.0457 0.6856 0.3340
H 0.4921 0.9600 2.1390
H 2.5978 -0.8188 -0.3955

***

(8)
62
Properties=species:S:1:pos:R:3 method="wB97M-V/def2-TZVPD" e_lumo_ev=-0.389 homo_energy_ev=-8.55 relative_energy_kj_mol=0.0
Br 0.4043 2.3262 1.1293
Br -1.0963 2.8545 -1.6093
Br -1.9888 0.4143 0.3348
P 2.9206 -2.5264 -1.5168
O -2.1047 4.3751 5.1173
O 1.9721 -3.2463 -2.3796
O -3.5421 -4.0137 -2.4024
O -2.4848 -5.2223 -0.9795
O -6.4387 2.8139 1.9117
O -5.7389 0.8330 1.4726
O -3.5859 4.8828 -1.6672
O -1.7495 3.5763 3.1529
O -4.1501 4.3633 0.3382
N -2.9342 -4.1713 -1.3682
N -1.4776 4.3039 4.0832
N 2.2117 -1.8867 -0.1413
N 4.1846 -3.4393 -0.9610
N -4.1609 4.1929 -0.8647
N 3.6260 -1.3034 -2.3910
N -5.6649 1.8967 2.0548
C -4.8519 2.9793 -1.3880
C 2.8483 -0.7334 -3.5040
C 1.1428 -0.9219 -0.4185
C -4.6083 2.0495 3.0891
C -2.6313 -2.9551 -0.5675
C -1.3027 2.2044 0.1809
C 5.1903 -3.7727 -1.9571
C -0.3478 5.2535 3.9242
C 2.9926 -1.5892 1.0598
C 4.5976 -0.4075 -1.7986
C 4.0092 -4.3909 0.1201
H 1.5788 -0.0015 -0.8164
H 4.7060 -4.2036 0.9481
H 0.3695 -1.3964 -1.0223
H 4.1407 0.3339 -1.1193
H -4.4018 2.1036 -0.9273
H 1.8874 -0.3019 -3.2055
H 4.7364 -4.2092 -2.8576
H 0.3281 5.1584 4.7650
H -1.9214 2.8696 0.7673
H 0.1476 5.0411 2.9831
H 5.1609 0.1327 -2.5535
H 3.7847 -0.8591 0.8538
H 5.8258 -4.5751 -1.5815
H 3.0247 -4.3044 0.5872
H -5.1305 2.4322 3.9622
H -1.8473 -3.1502 0.1559
H -3.5728 -2.6342 -0.1289
H 5.2441 -0.9761 -1.1222
H 5.7912 -2.9142 -2.2477
H 2.6339 -1.5270 -4.2190
H -3.9266 2.8194 2.7409
H 3.4238 0.0455 -4.0017
H -4.6524 2.9653 -2.4523
H 4.0748 -5.4274 -0.2178
H -0.7982 6.2414 3.8908
H -2.2322 -2.1791 -1.2169
H -4.1149 1.1151 3.3129
H 2.3114 -1.1758 1.8017
H -5.8999 3.0307 -1.1170
H 0.6220 -0.7201 0.5168
H 3.4659 -2.4734 1.4674

***

(9)
75
Properties=species:S:1:pos:R:3 method="wB97M-V/def2-TZVPD" e_lumo_ev=-2.707 homo_energy_ev=-10.93 smiles="Clc1ccc(/C=C/[C@H](c2ccc(Cl)cc2)[N@@H+]2CCC[C@@H]2C(c2ccccc2)(c2ccccc2)c2ccccc2)cc1" relative_energy_kj_mol=0.0 total_charge=+1
Cl -6.3478 5.5327 -0.3433
Cl 5.3865 5.3469 0.7989
N 1.3943 0.1986 -1.0180
C 0.2685 -2.0037 0.3353
C 4.1649 4.2560 0.3286
C -0.0875 -6.3061 -0.3414
C 1.8131 0.3405 -2.4562
C 0.8073 -1.2390 -1.0037
C -2.6316 -0.2101 2.1215
C 2.1631 3.7887 -0.9382
C 0.5576 -0.1631 -3.1414
C -2.1764 -1.7200 -0.1451
C 1.9527 -2.9936 1.9741
C 4.1940 2.9356 0.8093
C 1.6392 -0.6357 1.9904
C 2.7436 -0.4798 2.8399
C 0.7979 1.5917 -0.4190
C -3.4555 -1.2239 0.1171
C -1.6013 1.9358 -0.7446
C -2.7625 2.8347 -0.7313
C 0.9917 -5.5891 -0.8817
C 0.0763 -3.4824 -0.0051
C 1.0615 -4.1912 -0.7110
C -3.6870 -0.4360 1.2487
C 2.9706 -2.8767 2.9197
C -4.0678 2.3082 -0.7669
C -2.6025 4.2318 -0.5481
C -0.9360 -4.2334 0.5900
C -5.0066 4.5241 -0.4875
C -3.7165 5.0626 -0.4327
C -1.3558 -0.7420 1.8711
C -1.0769 -1.3763 0.6711
C -1.0501 -5.6186 0.4114
C 3.3921 -1.6187 3.3387
C 3.1752 4.6768 -0.5625
C 2.1177 2.5434 -0.3024
C 3.1334 2.0876 0.5141
C -0.1859 -1.0342 -2.1483
C 1.3268 -1.8766 1.4192
C -0.3551 2.2739 -1.0785
C -5.1772 3.1384 -0.6264
H 0.8143 -0.7137 -4.0491
H -1.7930 0.9052 -0.4394
H 2.1714 0.1821 -0.3748
H 3.0707 0.5369 3.1166
H -4.2762 -1.4782 -0.5713
H -0.1262 0.6040 -3.5068
H 2.0432 1.3686 -2.6566
H -1.0879 -0.5371 -1.8333
H 4.2065 -1.4999 4.0576
H 4.9976 2.5990 1.4437
H -4.2196 1.2397 -0.9531
H -2.0774 -2.4325 -0.9741
H 1.9572 -3.6610 -1.0777
H 0.9628 0.2202 1.8638
H -0.2284 3.1908 -1.6987
H 2.6489 -0.3252 -2.6311
H 1.6616 -1.8058 -1.3543
H -6.1854 2.7401 -0.6526
H 1.6513 -4.0076 1.6956
H -1.6913 -3.7674 1.2367
H 1.8044 -6.1061 -1.4288
H -0.1520 -7.3756 -0.4968
H 3.1481 1.0769 0.9356
H -1.8825 -6.1709 0.8651
H -2.7746 0.3699 3.0386
H -4.6764 -0.0335 1.4490
H 0.4157 1.1962 0.6081
H 3.4355 -3.7723 3.3247
H -0.5166 -2.0099 -2.5726
H -3.5869 6.1334 -0.3211
H -0.6225 -0.6621 2.6695
H -1.5832 4.6444 -0.5215
H 3.1672 5.6945 -0.9440
H 1.4762 4.0995 -1.7130